[1]
Here is C33H32I2N7O4PY as an isolated structure in a non-equilibrium geometry from the Open Molecules 2025 dataset. Energies are from ωB97M-V/def2-TZVPD.

Output
- E: -2936.09951 a.u.
- 2S+1: 1
- Gap between HOMO and LUMO: 0.242 hartree
- Net charge: +1

Last column: Mulliken charge in e.
Cartesian coordinates (Å):
Y (-0.77, 0.38, -0.67)  0.419
C (-1.28, -4.07, 1.04)  -1.750
C (-1.38, -2.78, 0.30)  0.231
N (-0.72, -1.72, 0.60)  1.287
N (0.09, -1.77, 1.71)  -1.121
C (0.24, -0.66, 2.33)  0.521
O (-0.30, 0.47, 1.85)  0.287
C (0.99, -0.59, 3.58)  0.217
C (1.46, 0.64, 4.04)  -0.176
C (2.15, 0.73, 5.24)  -0.963
C (2.37, -0.41, 5.99)  -0.471
C (1.92, -1.65, 5.54)  -0.733
C (1.24, -1.74, 4.34)  -0.260
C (-2.35, -2.64, -0.81)  0.939
C (-2.99, -3.74, -1.35)  -0.963
C (-3.99, -3.55, -2.30)  -0.586
C (-4.33, -2.25, -2.66)  -0.952
C (-3.62, -1.21, -2.08)  -0.136
N (-2.64, -1.39, -1.20)  0.229
H (-0.61, -3.96, 1.89)  0.270
H (-0.88, -4.85, 0.38)  0.380
H (-2.25, -4.40, 1.39)  0.413
H (1.33, 1.53, 3.43)  0.432
H (2.52, 1.69, 5.58)  0.433
H (2.90, -0.34, 6.94)  0.417
H (2.10, -2.53, 6.13)  0.431
H (0.88, -2.69, 3.97)  0.428
H (-2.72, -4.74, -1.04)  0.438
H (-4.50, -4.39, -2.74)  0.458
H (-5.11, -2.05, -3.37)  0.446
H (-3.85, -0.18, -2.33)  0.334
I (1.37, 5.01, 0.61)  -0.012
C (2.36, 3.17, 0.43)  0.135
C (3.70, 3.06, 0.79)  -0.344
C (4.35, 1.86, 0.68)  -0.218
I (6.37, 1.76, 1.27)  0.091
C (3.67, 0.72, 0.20)  0.909
C (4.26, -0.55, 0.02)  -0.970
C (3.51, -1.59, -0.46)  -1.567
C (2.16, -1.38, -0.74)  -0.398
N (1.56, -0.22, -0.59)  1.425
C (2.30, 0.84, -0.15)  -0.307
C (1.61, 2.10, -0.04)  0.081
O (0.35, 2.21, -0.38)  -0.315
H (4.23, 3.93, 1.15)  0.402
H (5.30, -0.69, 0.26)  0.213
H (3.95, -2.57, -0.61)  0.519
H (1.54, -2.20, -1.11)  0.446
C (-0.92, 0.81, -2.96)  -0.890
C (0.07, -0.13, -3.51)  0.684
C (1.37, 0.29, -3.86)  -0.519
C (2.30, -0.60, -4.36)  -0.873
C (1.97, -1.95, -4.53)  0.547
C (0.69, -2.38, -4.19)  -1.161
C (-0.24, -1.49, -3.70)  0.066
C (2.93, -2.88, -5.04)  -0.070
N (3.70, -3.63, -5.44)  -0.517
H (-1.90, 0.60, -3.39)  0.468
H (-0.64, 1.84, -3.21)  0.498
H (1.65, 1.33, -3.73)  0.442
H (3.29, -0.26, -4.63)  0.506
H (0.43, -3.42, -4.32)  0.476
H (-1.23, -1.84, -3.45)  0.384
N (-3.27, 3.82, -1.64)  -0.215
C (-2.20, 3.93, -0.58)  -0.573
P (-2.85, 2.75, 0.73)  0.717
O (-4.32, 3.05, 0.62)  -0.899
O (-2.48, 1.33, 0.34)  -0.617
C (-2.12, 3.27, 2.33)  -0.617
N (-1.80, 2.13, 3.20)  -0.662
H (-3.38, 4.65, -2.21)  0.374
H (-4.15, 3.62, -1.02)  0.435
H (-3.09, 3.02, -2.24)  0.203
H (-2.21, 4.94, -0.18)  0.506
H (-1.21, 3.68, -0.96)  0.060
H (-2.85, 3.97, 2.76)  0.433
H (-1.20, 3.83, 2.12)  0.188
H (-2.63, 1.56, 3.36)  0.281
H (-1.50, 2.47, 4.11)  0.296
H (-0.71, 1.11, 2.53)  0.061

=====

[2]
Here is a 15-piece molecular cluster, F6H28O14P overall in a non-equilibrium geometry from the Open Molecules 2025 dataset. Energies are from ωB97M-V/def2-TZVPD.

Output
- E: -2010.96454 a.u.
- 2S+1: 1
- Gap between HOMO and LUMO: 0.396 hartree
- Net charge: -1

Last column: natural (NBO) charge in e.
Cartesian coordinates (Å):
P (-0.61, 0.37, -0.63)  2.587
F (-1.91, 1.39, -0.53)  -0.584
F (-0.99, -0.35, -2.08)  -0.604
F (0.22, 1.45, -1.52)  -0.600
F (0.76, -0.53, -0.72)  -0.615
F (-0.03, 0.95, 0.78)  -0.594
F (-1.35, -0.88, 0.13)  -0.589
O (-2.71, 3.84, -7.16)  -0.938
H (-2.44, 3.46, -6.32)  0.474
H (-3.59, 4.19, -7.00)  0.464
O (3.96, 1.07, 4.43)  -0.946
H (3.69, 0.33, 3.90)  0.472
H (3.15, 1.58, 4.56)  0.473
O (-2.15, 6.14, 2.19)  -0.941
H (-3.07, 6.23, 1.91)  0.466
H (-2.01, 5.20, 2.28)  0.475
O (-6.74, 5.08, -0.50)  -0.935
H (-7.64, 5.01, -0.80)  0.464
H (-6.21, 4.80, -1.25)  0.471
O (0.02, 1.55, 7.42)  -0.938
H (-0.45, 0.84, 7.00)  0.475
H (-0.11, 1.41, 8.36)  0.462
O (-2.70, -6.27, -2.19)  -0.936
H (-2.96, -5.39, -1.90)  0.473
H (-3.06, -6.34, -3.08)  0.464
O (3.57, -5.17, -0.32)  -0.943
H (4.41, -4.96, -0.72)  0.464
H (2.95, -4.57, -0.74)  0.479
O (3.08, -3.78, 4.57)  -0.936
H (3.92, -3.85, 5.02)  0.463
H (3.26, -4.07, 3.67)  0.473
O (-2.56, -1.79, 5.31)  -0.945
H (-2.24, -1.69, 4.41)  0.479
H (-2.62, -2.74, 5.43)  0.466
O (4.17, 4.39, 0.13)  -0.947
H (3.26, 4.07, 0.15)  0.477
H (4.70, 3.60, 0.14)  0.470
O (1.89, -3.99, -5.01)  -0.947
H (2.20, -3.20, -5.46)  0.472
H (1.13, -3.69, -4.51)  0.475
O (1.94, 0.20, -6.55)  -0.945
H (1.22, 0.66, -6.12)  0.476
H (2.73, 0.55, -6.14)  0.469
O (7.01, 0.19, -0.63)  -0.930
H (7.00, -0.72, -0.33)  0.467
H (7.92, 0.48, -0.50)  0.463
O (-6.92, -1.86, 0.55)  -0.941
H (-6.57, -2.15, -0.29)  0.468
H (-6.51, -1.02, 0.70)  0.473

=====

[3]
Here is C23H19N8O4PtSSe as an isolated structure from the Open Molecules 2025 dataset. Energies are from ωB97M-V/def2-TZVPD.

Output
- E: -4545.87178 a.u.
- 2S+1: 3
- Gap between HOMO and LUMO (spin up / spin down): 0.175 / 0.246 hartree
- Net charge: -1

Last column: natural (NBO) charge in e.
Cartesian coordinates (Å):
Pt (-1.01, 0.85, -0.21)  1.225
N (-2.83, -4.50, 4.84)  -0.802
C (-2.50, -3.19, 4.49)  0.169
C (-3.30, -2.49, 3.59)  -0.224
C (-2.96, -1.20, 3.22)  -0.161
C (-1.81, -0.62, 3.74)  -0.404
C (-1.00, -1.31, 4.63)  -0.141
C (-1.35, -2.59, 5.01)  -0.286
S (-1.35, 0.98, 3.17)  2.360
O (-2.54, 1.65, 2.76)  -0.947
O (-0.48, 1.59, 4.14)  -0.934
N (-0.53, 0.66, 1.79)  -0.918
C (0.78, 0.27, 1.73)  0.572
N (1.55, -0.03, 2.77)  -0.483
C (2.81, -0.33, 2.49)  0.108
C (3.33, -0.37, 1.21)  -0.349
C (2.44, -0.12, 0.18)  0.118
N (1.17, 0.19, 0.44)  -0.538
H (-3.78, -4.78, 4.68)  0.378
H (-2.44, -4.84, 5.70)  0.374
H (-4.18, -2.95, 3.17)  0.208
H (-3.56, -0.65, 2.51)  0.257
H (-0.11, -0.83, 5.02)  0.246
H (-0.73, -3.14, 5.71)  0.202
H (3.44, -0.56, 3.35)  0.190
H (4.37, -0.59, 1.01)  0.228
H (2.73, -0.18, -0.86)  0.223
Se (-1.44, -1.58, -0.29)  -0.019
C (-3.26, -1.57, -0.06)  0.023
N (-4.41, -1.62, 0.08)  -0.407
O (-0.90, 3.05, 0.09)  -0.690
C (-2.16, 3.12, 0.20)  0.641
O (-2.90, 2.13, -0.04)  -0.671
H (-2.62, 4.07, 0.50)  0.122
C (-2.25, 1.32, -4.27)  -0.248
C (-2.22, 1.39, -2.89)  -0.031
N (-1.12, 0.95, -2.23)  -0.445
C (-0.06, 0.50, -2.90)  0.088
C (0.01, 0.47, -4.31)  -0.092
C (-1.16, 0.85, -4.98)  -0.170
C (1.17, -0.02, -4.98)  -0.272
C (2.49, -0.07, -4.53)  -0.312
C (3.16, 0.71, -3.55)  0.143
C (4.52, 0.43, -3.21)  -0.317
C (5.15, 1.25, -2.32)  0.015
N (4.55, 2.32, -1.73)  -0.543
C (3.28, 2.49, -2.10)  0.258
N (2.55, 1.77, -2.94)  -0.537
H (-3.15, 1.63, -4.78)  0.214
H (-3.03, 1.76, -2.29)  0.233
H (0.75, 0.11, -2.31)  0.214
H (-1.19, 0.80, -6.06)  0.204
H (0.98, -0.47, -5.95)  0.189
H (3.16, -0.72, -5.10)  0.190
H (5.03, -0.41, -3.65)  0.202
H (6.18, 1.08, -2.04)  0.177
H (2.77, 3.34, -1.64)  0.169

=====

[4]
Here is C14H38FNO6Pd as an isolated structure in a non-equilibrium geometry from the Open Molecules 2025 dataset. Energies are from ωB97M-V/def2-TZVPD.

Output
- E: -1289.99726 a.u.
- 2S+1: 3
- Gap between HOMO and LUMO (spin up / spin down): 0.326 / 0.284 hartree

Last column: natural (NBO) charge in e.
Cartesian coordinates (Å):
Pd (-0.60, -0.05, -1.15)  0.873
C (-4.09, -0.15, 0.32)  -0.599
C (-3.27, 0.28, 1.56)  0.099
C (-3.27, -0.98, 2.47)  -0.391
C (-2.27, -0.95, 3.61)  -0.411
C (-0.88, -0.59, 3.10)  -0.400
C (-0.82, 0.69, 2.22)  0.101
N (-1.88, 0.56, 1.16)  0.014
O (-1.76, 1.47, 0.20)  -0.467
C (0.57, 0.66, 1.56)  -0.625
C (-0.94, 1.95, 3.11)  -0.631
C (-4.01, 1.44, 2.24)  -0.632
H (-4.34, 0.75, -0.23)  0.228
H (-4.99, -0.68, 0.62)  0.216
H (-3.52, -0.85, -0.29)  0.200
H (-3.01, -1.82, 1.82)  0.182
H (-4.26, -1.22, 2.85)  0.221
H (-2.21, -1.87, 4.20)  0.221
H (-2.60, -0.20, 4.34)  0.194
H (-0.52, -1.44, 2.52)  0.208
H (-0.22, -0.41, 3.95)  0.220
H (0.76, -0.26, 1.01)  0.223
H (1.33, 0.78, 2.34)  0.227
H (0.81, 1.46, 0.86)  0.236
H (-0.02, 2.23, 3.62)  0.231
H (-1.74, 1.81, 3.85)  0.202
H (-1.25, 2.80, 2.50)  0.227
H (-5.08, 1.23, 2.22)  0.221
H (-3.88, 2.31, 1.59)  0.230
H (-3.75, 1.62, 3.28)  0.216
F (1.51, -0.38, -1.48)  -0.875
C (4.30, 1.88, -0.86)  -0.237
O (3.57, 1.03, -0.02)  -0.769
H (4.97, 2.56, -0.35)  0.170
H (4.81, 1.27, -1.62)  0.171
H (3.64, 2.52, -1.46)  0.146
H (2.90, 0.49, -0.47)  0.508
C (0.46, 3.04, -2.09)  -0.248
O (-0.09, 1.81, -2.54)  -0.749
H (-0.11, 3.85, -2.54)  0.167
H (0.46, 3.13, -1.00)  0.196
H (1.51, 3.12, -2.41)  0.185
H (-0.16, 1.89, -3.49)  0.488
C (3.53, -0.36, -4.59)  -0.248
O (3.06, 0.68, -3.76)  -0.761
H (2.66, -0.93, -4.91)  0.157
H (3.96, 0.01, -5.53)  0.168
H (4.33, -0.95, -4.14)  0.172
H (2.54, 0.29, -3.03)  0.503
C (2.41, -3.29, -2.90)  -0.255
O (3.07, -2.57, -1.85)  -0.765
H (1.50, -2.81, -3.25)  0.167
H (3.12, -3.32, -3.73)  0.166
H (2.20, -4.31, -2.58)  0.157
H (2.53, -1.77, -1.73)  0.507
C (0.15, -3.04, 0.17)  -0.265
O (-0.83, -2.05, -0.13)  -0.757
H (-0.04, -3.59, 1.10)  0.172
H (0.35, -3.78, -0.61)  0.187
H (1.11, -2.55, 0.34)  0.220
H (-1.71, -2.42, 0.01)  0.489

=====

[5]
Here is one molecule with the formula C4H7NO from the Open Molecules 2025 dataset. Energies are from ωB97M-V/def2-TZVPD.

Output
- E: -286.47037 a.u.
- 2S+1: 1
- Gap between HOMO and LUMO (spin up / spin down): 0.305 / 0.297 hartree

Last column: natural (NBO) charge in e.
Cartesian coordinates (Å):
C (1.59, -0.51, 0.42)  -0.610
C (0.21, -0.40, -0.18)  -0.114
C (-0.98, -0.33, 0.73)  -0.140
O (-1.97, 0.21, -0.08)  -0.342
C (-1.38, 0.94, -0.98)  0.295
N (-0.02, 0.97, -0.75)  -0.627
H (2.35, -0.39, -0.36)  0.222
H (1.74, -1.48, 0.90)  0.217
H (1.75, 0.27, 1.17)  0.214
H (0.09, -1.17, -0.98)  0.181
H (-0.06, 1.35, 0.29)  0.325
H (-1.37, -1.13, 1.35)  0.186
H (-1.95, 1.68, -1.52)  0.193

=====

[6]
Here is one molecule with the formula C7H7NS in a non-equilibrium geometry from the Open Molecules 2025 dataset. Energies are from ωB97M-V/def2-TZVPD.

Output
- E: -723.58661 a.u.
- 2S+1: 1
- Gap between HOMO and LUMO (spin up / spin down): 0.242 / 0.268 hartree

Last column: natural (NBO) charge in e.
Cartesian coordinates (Å):
C (-1.72, -1.68, 0.21)  -0.341
C (-2.97, -1.04, 0.13)  -0.333
C (-0.79, -0.79, -0.31)  -0.024
C (1.45, 0.32, 0.29)  0.295
C (-1.23, 0.52, -0.36)  -0.074
C (0.80, 1.62, 0.03)  -0.449
C (2.73, -0.22, -0.05)  -0.781
N (-0.63, 1.60, -0.31)  -0.389
S (-2.94, 0.67, -0.16)  0.395
H (-1.74, -2.72, 0.37)  0.230
H (-3.98, -1.45, 0.38)  0.225
H (0.66, 1.97, 1.07)  0.280
H (1.23, 2.26, -0.80)  0.234
H (3.52, 0.49, 0.14)  0.239
H (2.75, -0.41, -1.11)  0.253
H (2.87, -1.14, 0.48)  0.238

=====

Look up the 2S+1 of the second one.
1

=====

Look up the 2S+1 of the fifth one.
1